{"formula": "C20H45IN", "method": "ωB97M-V with the def2-TZVPD basis set", "e_lumo_ev": -6.04, "e_tot_ev": -31049.63792, "charge": 1, "homo_ev": -12.785, "symbols": ["C", "C", "N", "I", "H", "H", "H", "C", "C", "C", "C", "C", "C", "H", "H", "H", "H", "H", "H", "H", "H", "H", "H", "H", "H", "H", "H", "C", "C", "C", "C", "C", "C", "H", "H", "H", "H", "H", "H", "H", "H", "H", "H", "H", "H", "H", "H", "C", "C", "C", "C", "C", "C", "H", "H", "H", "H", "H", "H", "H", "H", "H", "H", "H", "H", "H", "H"], "positions_angstrom": [[-0.9896, -2.0902, -2.5094], [-2.2968, -1.8758, -2.4131], [-3.7754, -1.6692, -2.6468], [-4.6669, -3.5345, -2.7545], [0.1106, -2.1137, -2.8942], [-4.1542, -1.0811, -1.8768], [-3.8859, -1.1826, -3.5729], [-2.6332, 2.7447, 3.5989], [-3.6397, 1.6028, 3.6316], [-3.1425, 0.3404, 2.9232], [-2.8664, 0.4988, 1.4247], [-4.0546, 0.9784, 0.5889], [-5.2319, 0.0134, 0.6070], [-2.4246, 3.0705, 2.5768], [-3.0244, 3.6059, 4.1468], [-1.6903, 2.4465, 4.0664], [-4.5886, 1.9361, 3.2013], [-3.8474, 1.3531, 4.6780], [-3.8751, -0.4598, 3.0775], [-2.2209, 0.0002, 3.4103], [-2.5236, -0.4677, 1.0335], [-2.0314, 1.1918, 1.2784], [-3.7212, 1.1002, -0.4495], [-4.3848, 1.9671, 0.9229], [-4.9334, -0.9717, 0.2333], [-6.0372, 0.3877, -0.0320], [-5.6397, -0.1091, 1.6131], [1.0171, 1.6413, -5.2955], [1.5478, 0.3385, -4.7137], [2.0540, 0.4820, -3.2758], [3.2388, 1.4354, -3.0926], [4.4822, 1.0974, -3.9165], [5.0887, -0.2532, -3.5644], [1.7971, 2.4037, -5.3563], [0.6387, 1.4742, -6.3076], [0.1960, 2.0336, -4.6881], [2.3353, -0.0592, -5.3598], [0.7381, -0.4016, -4.7238], [2.3225, -0.5116, -2.8979], [1.2287, 0.8305, -2.6425], [3.5095, 1.4479, -2.0300], [2.9258, 2.4570, -3.3318], [5.2362, 1.8726, -3.7394], [4.2539, 1.1300, -4.9871], [5.3662, -0.2917, -2.5070], [5.9910, -0.4282, -4.1567], [4.3958, -1.0739, -3.7691], [1.1742, -1.2640, 0.4359], [1.1972, -2.1555, 1.6696], [0.5612, -1.5006, 2.8982], [1.2561, -0.2281, 3.3931], [2.7340, -0.3889, 3.7526], [2.9723, -1.3614, 4.8986], [1.7529, -0.3497, 0.5873], [1.6083, -1.7929, -0.4176], [0.1481, -0.9855, 0.1754], [2.2254, -2.4590, 1.8852], [0.6459, -3.0757, 1.4436], [0.5259, -2.2367, 3.7087], [-0.4837, -1.2571, 2.6692], [0.7146, 0.1398, 4.2730], [1.1621, 0.5577, 2.6359], [3.1286, 0.5916, 4.0423], [3.3100, -0.7050, 2.8763], [2.4411, -1.0398, 5.7991], [4.0386, -1.4120, 5.1356], [2.6425, -2.3727, 4.6465]], "forces_ev_per_angstrom": [[-7.8, 1.8, -0.7], [7.3, -0.8, -1.4], [3.4, 0.5, 0.2], [-0.6, -0.6, 0.0], [-2.4, 0.0, 1.4], [0.0, -0.3, -0.4], [0.1, -0.4, 1.1], [-0.1, 0.1, 0.0], [0.1, -0.1, 0.1], [-0.2, -0.1, 0.0], [0.1, 0.1, 0.0], [0.1, -0.1, 0.0], [-0.2, 0.3, -0.1], [0.0, 0.0, 0.1], [0.1, 0.0, -0.1], [0.0, 0.0, -0.1], [0.0, 0.0, 0.0], [0.0, 0.0, -0.1], [0.1, 0.0, 0.0], [-0.1, 0.0, 0.0], [0.0, 0.0, 0.0], [0.0, 0.0, 0.0], [0.1, 0.1, 0.0], [0.0, -0.1, -0.1], [0.0, -0.2, 0.1], [0.0, -0.1, 0.1], [0.0, -0.1, -0.1], [0.0, -0.1, -0.2], [0.0, 0.1, 0.2], [0.0, -0.1, 0.0], [0.0, 0.1, 0.0], [0.0, 0.0, 0.1], [0.1, -0.1, -0.1], [-0.1, 0.0, 0.0], [0.0, 0.1, 0.1], [0.1, 0.0, 0.0], [0.0, 0.0, 0.1], [0.0, 0.0, -0.1], [0.1, 0.0, 0.0], [0.0, 0.0, 0.0], [0.0, 0.0, -0.1], [0.0, -0.1, 0.0], [-0.1, 0.0, -0.1], [0.0, 0.0, 0.1], [0.0, 0.0, -0.1], [-0.1, -0.1, 0.1], [0.1, 0.0, 0.0], [0.1, -0.1, -0.1], [-0.2, 0.0, 0.0], [0.1, -0.1, 0.1], [0.0, 0.1, -0.1], [-0.1, 0.1, 0.1], [0.2, -0.1, 0.0], [-0.1, 0.0, -0.1], [0.0, 0.1, 0.0], [0.0, 0.1, 0.0], [0.0, 0.0, 0.0], [0.1, 0.0, 0.1], [0.0, 0.1, 0.0], [0.1, 0.0, 0.0], [0.0, 0.0, 0.0], [0.0, 0.0, 0.0], [0.0, -0.1, -0.1], [-0.1, 0.0, 0.0], [0.0, -0.1, -0.1], [-0.1, 0.0, 0.0], [0.0, 0.1, 0.1]]}